Entry 1:
C6H8N2S | wB97M-V/def2-TZVPD

- ΔE to the lowest compared entry with this formula, charge and spin: 415.9 kJ/mol
- Frontier orbital gap: 8.544 eV
- E_LUMO: 0.0 eV

Cartesian coordinates (Å):
C1 -1.68498 -1.10170 0.89242
C2 0.15516 -1.78419 -0.84540
C3 1.38954 -1.87055 -0.39074
C4 0.28523 0.24885 1.16222
C5 -0.86461 -0.14095 0.26193
C6 -1.52901 0.71855 -0.74100
N1 -2.49945 -1.78808 1.30789
N2 0.87569 1.53090 0.97782
S1 1.83605 -0.99294 1.06211
H1 -0.38589 -2.22281 -1.77740
H2 1.99704 -2.50999 -0.84611
H3 -0.08264 -0.00275 2.15217
H4 -1.61217 1.69107 -0.41214
H5 -2.44212 0.25749 -1.10697
H6 -0.92836 0.90024 -1.55899
H7 1.62068 1.50158 0.15151
H8 1.45603 1.76713 1.80656

Entry 2:
C6H8N4 | wB97M-V/def2-TZVPD

- ΔE to the lowest compared entry with this formula, charge and spin: 348.1 kJ/mol
- Frontier orbital gap: 9.068 eV
- E_LUMO: 0.9 eV

Cartesian coordinates (Å):
C1 -0.82964 -0.28868 1.40174
C2 1.74246 0.06825 -0.00300
C3 -0.97703 0.76895 0.57407
C4 0.70681 -0.03773 -1.08176
C5 0.35742 -1.26042 1.17032
C6 0.05871 -2.00837 -0.11233
N1 1.64978 -0.48123 1.14061
N2 0.20158 -1.40729 -1.20391
N3 -0.15503 1.07965 -0.49057
N4 -0.72911 1.92917 -1.46141
H1 -1.28388 -0.23567 2.39434
H2 2.52792 0.78031 -0.01341
H3 -1.66549 1.55385 0.88631
H4 1.02061 0.22492 -2.12615
H5 0.41574 -2.11258 1.92423
H6 -0.37458 -3.00902 -0.08316
H7 -1.58192 1.66422 -1.97308
H8 -1.08436 2.77167 -0.94284

Entry 3:
C6H8N4O2 | wB97M-V/def2-TZVPD

- ΔE to the lowest compared entry with this formula, charge and spin: 357.1 kJ/mol
- Frontier orbital gap: 8.136 eV
- E_LUMO: -0.8 eV

Cartesian coordinates (Å):
C1 0.02861 -1.10904 -0.32790
C2 -0.62149 -1.31558 -1.70883
C3 -1.41373 -2.56240 -1.86157
C4 0.69313 0.76674 1.05561
C5 0.91961 0.80892 -1.39114
C6 0.60193 2.07967 1.22655
N1 -0.23128 -0.55115 -2.68688
N2 0.67929 0.35346 -2.58806
N3 0.52538 0.23611 -0.23056
N4 -0.85969 -1.32697 0.77975
O1 -1.91964 -3.11465 -0.87334
O2 -1.72575 -2.77715 -3.19124
H1 0.77111 -1.89087 -0.35018
H2 0.88238 0.05655 1.87770
H3 0.34209 2.76065 0.51885
H4 0.84838 2.62719 2.20881
H5 1.45884 1.75418 -1.29604
H6 -1.14262 -2.22668 0.77851
H7 -1.76392 -0.86742 0.69065
H8 -1.39264 -1.91989 -3.66293

Entry 4:
C6H8N4O2 | wB97M-V/def2-TZVPD

- ΔE to the lowest compared entry with this formula, charge and spin: 457.7 kJ/mol
- Frontier orbital gap: 9.405 eV
- E_LUMO: 0.6 eV

Cartesian coordinates (Å):
C1 -1.67374 1.32021 0.20027
C2 1.61836 1.81289 -0.36814
C3 -1.54487 -0.45223 -1.46358
C4 2.65685 -1.44085 0.65981
C5 -1.88254 -0.11519 -0.00401
C6 1.36440 -0.84298 0.88143
N1 -1.32120 2.38400 0.45221
N2 1.99096 1.15033 -1.22592
N3 -1.01558 -0.72896 0.98353
N4 0.19425 -0.86466 0.78430
O1 -3.19506 -0.51082 0.26284
O2 1.26979 2.52477 0.61226
H1 -2.22807 0.08259 -2.11852
H2 -0.51759 -0.17037 -1.69203
H3 -1.68273 -1.52189 -1.60821
H4 2.55814 -2.46217 0.28823
H5 3.18776 -0.84006 -0.07862
H6 3.22882 -1.44184 1.58679
H7 -3.30535 -0.60807 1.21677
H8 0.29738 2.72530 0.63060

Entry 5:
C6H8NO2 | wB97M-V/def2-TZVPD

- Net charge: -1
- ΔE to the lowest compared entry with this formula, charge and spin: 221.6 kJ/mol
- Frontier orbital gap: 7.906 eV
- E_LUMO: 3.8 eV

Cartesian coordinates (Å):
C1 -1.17321 1.73089 0.27066
C2 -1.68435 -0.18510 -1.36459
C3 -1.02203 0.34133 -0.08390
C4 0.80877 -1.72895 0.07054
C5 1.48152 0.71267 0.35650
C6 0.37466 -0.28007 0.61181
N1 -2.00966 1.02591 0.90629
O1 -2.90529 0.11863 -1.35675
O2 -1.09745 -0.98055 -2.07003
H1 -0.86767 2.67225 0.08312
H2 0.89108 -1.77795 -0.95984
H3 0.04552 -2.33316 0.44378
H4 1.72915 -1.93633 0.51895
H5 1.24065 1.23965 -0.51236
H6 2.46688 0.26610 0.25766
H7 1.47565 1.46429 1.18612
H8 0.24577 -0.34960 1.64205

Entry 6:
C6H8NO2P | wB97M-V/def2-TZVPD

- ΔE to the lowest compared entry with this formula, charge and spin: 760.3 kJ/mol
- Frontier orbital gap (spin up / spin down): 7.370 / 7.822 eV
- E_LUMO (spin up / spin down): -1.3 / -0.7 eV

Cartesian coordinates (Å):
C1 0.43813 0.95645 -1.19668
C2 -0.90792 0.61389 -1.27896
C3 1.04424 0.51222 -0.07486
C4 -1.30937 -0.30472 -0.43529
C5 2.49251 0.77209 0.25836
C6 0.60064 -2.14065 0.62437
N1 -3.88843 0.56735 0.67825
O1 -4.40144 1.41480 0.06782
O2 -3.85648 0.28080 1.82998
P1 -0.12711 -0.45368 0.95653
H1 0.78820 1.66167 -1.87682
H2 -1.63204 1.09422 -2.01475
H3 2.69345 0.56876 1.29076
H4 2.83300 1.69455 -0.14633
H5 3.06332 -0.05859 -0.23671
H6 1.36643 -2.33101 1.27818
H7 1.02701 -2.06182 -0.44458
H8 -0.22412 -2.78634 0.72072

Entry 7:
C6H8NO5S | wB97M-V/def2-TZVPD

- Net charge: -1
- ΔE to the lowest compared entry with this formula, charge and spin: 0.0 kJ/mol
- Frontier orbital gap: 8.562 eV
- E_LUMO: 3.1 eV

Cartesian coordinates (Å):
C1 2.33238 0.02377 -0.25005
C2 3.70965 0.42395 -1.21889
C3 0.18726 1.23356 0.15918
C4 2.42550 -1.03619 0.81282
C5 -2.29665 0.88675 -0.08218
C6 -0.91996 0.71629 -0.74583
N1 1.42094 0.88411 -0.25274
O1 5.24817 -0.17820 1.11356
O2 3.69043 0.66051 -2.38875
O3 -0.12950 1.98185 1.06480
O4 4.76880 -1.69491 -0.76025
O5 6.28662 0.27266 -1.05556
S1 5.18537 -0.32514 -0.36970
H1 3.42441 -0.86371 1.15418
H2 1.47736 -1.13861 1.44884
H3 2.57235 -2.17233 0.39362
H4 -2.17571 0.27187 0.83558
H5 -3.08614 0.47032 -0.85058
H6 -2.39820 1.92103 -0.01118
H7 -0.63420 -0.29403 -1.07984
H8 -0.68122 1.24691 -1.78251

Entry 8:
C6H8NO6S2 | wB97M-V/def2-TZVPD

- Net charge: -1
- ΔE to the lowest compared entry with this formula, charge and spin: 231.0 kJ/mol
- Frontier orbital gap: 8.073 eV
- E_LUMO: 3.4 eV

Cartesian coordinates (Å):
C1 0.93952 1.21620 -1.26802
C2 1.83005 0.45036 -0.57315
C3 -0.55370 1.16598 -0.95754
C4 1.24582 -0.29209 0.53377
C5 -1.38745 0.09105 -1.02073
C6 0.21447 -1.07785 0.57914
N1 -0.61405 -1.37002 1.63622
O1 -3.92636 0.97937 -0.47139
O2 -1.30720 -2.77779 -0.52820
O3 -3.18894 -1.24878 0.30142
O4 -2.27359 0.73280 1.27780
O5 0.45350 -1.83915 -1.94724
O6 1.11491 -3.28989 -0.08681
S1 -2.82480 0.25767 0.05861
S2 0.12589 -2.32501 -0.60105
H1 1.26964 1.89054 -2.10019
H2 2.92041 0.23871 -0.69671
H3 -0.95526 1.99996 -0.47762
H4 1.53617 0.13826 1.48565
H5 -1.12354 -0.71166 -1.62706
H6 -2.59871 -1.93838 -0.18777
H7 -0.77283 -0.65434 2.32613
H8 -1.31044 -2.07815 1.45602